1.
Below is CH3N5O2 in the gas phase at a distorted geometry, with properties calculated with the ωB97M-V functional and the def2-TZVPD basis.

Geometry as ORCA input:
```
! wB97M-V def2-TZVPD RIJCOSX def2/J DEFGRID3
* xyz 0 1
C -0.641 0.075 0.049
H 1.369 0.945 1.173
H 0.413 2.414 2.137
H 1.546 -0.945 -2.122
N 0.488 1.562 1.443
N -0.584 1.057 0.894
N -1.958 -0.547 -0.221
N -1.637 -1.691 -0.471
N 0.464 -0.584 -0.498
O -0.229 -1.894 -0.480
O 0.768 -0.392 -1.902
*
```

The maximum force is 4.7 eV/Å. The value obtained for the HOMO energy is -9.137 eV. Its frontier orbital gap is 9.443 eV. The energy is -463.92070 Ha. The energy above the lowest of the compared OMol25 structures with the same formula, charge and spin is 298.5 kJ/mol.



2.
Below is 10 unconnected molecules or ions with the total composition C23H66O10 at a distorted geometry, with properties calculated with the ωB97M-V functional and the def2-TZVPD basis.

Geometry as ORCA input:
```
! wB97M-V def2-TZVPD RIJCOSX def2/J DEFGRID3
* xyz 0 1
C -0.425 3.920 0.241
C -0.021 4.927 -0.907
C 1.220 4.492 -1.676
O -1.130 5.084 -1.794
H -1.368 4.300 0.657
H 0.327 3.892 1.031
H -0.701 2.923 -0.170
H 0.219 5.863 -0.437
H 1.441 5.249 -2.443
H 1.018 3.536 -2.117
H 2.143 4.442 -1.067
H -0.716 5.344 -2.620
C -2.298 -0.571 -4.233
C -2.473 -1.573 -3.098
C -1.372 -2.579 -3.107
O -2.300 -0.780 -1.849
H -3.023 0.224 -4.148
H -2.331 -1.166 -5.193
H -1.280 -0.124 -4.117
H -3.459 -2.010 -3.088
H -1.192 -2.976 -4.103
H -1.600 -3.432 -2.476
H -0.451 -2.148 -2.645
H -3.093 -0.252 -1.739
C -5.044 -2.751 -0.568
C -5.315 -2.826 0.917
C -4.212 -2.203 1.682
O -6.611 -2.199 1.061
H -5.855 -3.121 -1.140
H -4.072 -3.209 -0.799
H -4.885 -1.682 -0.751
H -5.446 -3.868 1.176
H -4.343 -2.144 2.788
H -4.012 -1.193 1.325
H -3.328 -2.886 1.534
H -6.759 -2.174 2.011
C -3.964 1.752 0.178
C -3.967 2.107 -1.266
O -4.641 1.077 -2.062
H -3.459 0.815 0.384
H -5.023 1.677 0.450
H -3.556 2.654 0.738
H -2.938 2.133 -1.572
H -4.394 3.051 -1.416
H -5.524 1.370 -2.220
C 4.346 -3.544 1.035
C 2.930 -3.004 1.182
O 1.919 -4.050 1.222
H 4.655 -4.248 1.768
H 5.161 -2.758 1.033
H 4.547 -4.036 0.037
H 2.732 -2.232 0.441
H 2.985 -2.507 2.123
H 1.141 -3.683 1.666
C 4.949 0.312 0.740
C 5.221 1.767 0.403
O 5.198 2.563 1.555
H 3.910 0.267 1.106
H 5.604 -0.066 1.508
H 4.962 -0.279 -0.244
H 4.511 2.205 -0.337
H 6.258 1.819 -0.026
H 6.066 2.979 1.636
C -0.781 -1.198 4.090
C 0.071 -2.328 3.587
O -0.325 -2.920 2.332
H -0.390 -0.890 5.055
H -1.820 -1.452 4.259
H -0.691 -0.323 3.396
H 0.042 -3.229 4.253
H 1.120 -2.005 3.596
H -0.617 -2.249 1.691
C 2.895 -1.364 -3.850
C 2.807 0.162 -3.884
O 3.830 0.743 -3.076
H 2.835 -1.778 -2.810
H 3.853 -1.685 -4.335
H 2.072 -1.804 -4.399
H 1.782 0.493 -3.521
H 2.830 0.487 -4.908
H 3.990 1.699 -3.120
C 1.953 1.111 4.434
C 1.410 2.243 3.574
O 2.086 2.426 2.397
H 2.935 1.430 4.763
H 1.921 0.213 3.840
H 1.294 0.930 5.294
H 1.386 3.157 4.166
H 0.366 2.042 3.242
H 3.030 2.570 2.552
C 0.844 0.145 -0.781
C 0.301 -0.111 0.586
O -0.846 -0.948 0.603
H 1.646 0.853 -0.639
H 0.059 0.538 -1.434
H 1.377 -0.739 -1.143
H 0.039 0.846 1.052
H 1.101 -0.565 1.206
H -1.293 -0.970 -0.266
*
```

The maximum force is 2.9 eV/Å. The value obtained for the HOMO energy is -9.439 eV. Its frontier orbital gap is 9.915 eV. The energy is -1668.19986 Ha. The energy above the lowest of the compared OMol25 structures with the same formula, charge and spin is 83.3 kJ/mol.



3.
Below is a molecular structure, C19H43InP3S2 at a distorted geometry, with properties calculated with the ωB97M-V functional and the def2-TZVPD basis.

Geometry as ORCA input:
```
! wB97M-V def2-TZVPD RIJCOSX def2/J DEFGRID3
* xyz 3 1
In 0.188 0.257 -0.729
P 1.822 1.033 1.238
P -1.978 1.834 0.805
P 0.934 2.161 -2.314
H -0.361 -4.767 2.036
C 0.417 -4.267 1.422
C 1.534 -3.747 1.966
H 1.683 -3.637 3.056
C 1.815 0.095 2.800
C 1.942 2.767 1.805
C 3.527 0.711 0.660
C -3.658 1.420 0.362
C -1.806 1.728 2.570
C -1.747 3.549 0.377
C 2.483 1.547 -3.062
C 1.339 3.842 -1.765
C -0.169 2.380 -3.750
H 0.287 -4.341 0.339
H 2.340 -3.389 1.311
H 1.743 -0.982 2.615
H 0.966 0.377 3.439
H 2.737 0.290 3.357
H 1.110 3.032 2.468
H 1.949 3.476 0.972
H 2.878 2.893 2.366
H 3.714 -0.365 0.578
H 4.231 1.137 1.389
H 3.723 1.164 -0.318
H -4.272 2.233 0.729
H -3.935 0.463 0.817
H -3.743 1.323 -0.727
H -2.661 2.299 2.933
H -0.892 2.207 2.938
H -1.853 0.699 2.950
H -2.699 4.002 0.707
H -1.616 3.733 -0.696
H -0.935 4.021 0.949
H 2.531 1.937 -4.094
H 2.499 0.448 -3.097
H 3.355 1.890 -2.496
H 1.453 4.489 -2.644
H 2.287 3.855 -1.210
H 0.550 4.251 -1.132
H 0.430 2.785 -4.585
H -0.976 3.082 -3.508
H -0.612 1.422 -4.055
C 0.270 -2.329 -2.816
C -0.939 -1.771 -3.276
C -1.547 -2.353 -4.393
C -1.037 -3.507 -4.978
C 0.024 -4.190 -4.367
C 0.676 -3.622 -3.262
S 1.411 -1.494 -1.806
H -1.510 0.535 0.225
H -1.323 -0.848 -2.817
H -2.419 -1.839 -4.823
H -1.518 -3.923 -5.882
H 0.319 -5.170 -4.744
H 1.477 -4.108 -2.712
C -0.690 -1.962 4.650
S -1.337 -1.890 2.955
C -2.945 -2.627 3.294
H 0.343 -1.584 4.646
H -0.699 -3.005 4.996
H -1.313 -1.332 5.303
H -2.812 -3.613 3.755
H -3.526 -1.966 3.949
H -3.459 -2.736 2.333
*
```

The maximum force is 2.4 eV/Å. The value obtained for the HOMO energy (spin up / spin down) is -15.660 / -15.660 eV. Its frontier orbital gap (spin up / spin down) is 4.242 / 4.243 eV. The energy is -2759.25329 Ha. The energy above the lowest of the compared OMol25 structures with the same formula, charge and spin is 128.6 kJ/mol.



4.
Below is a molecular structure, C6H12OS2 at a distorted geometry, with properties calculated with the ωB97M-V functional and the def2-TZVPD basis.

Geometry as ORCA input:
```
! wB97M-V def2-TZVPD RIJCOSX def2/J DEFGRID3
* xyz 0 1
C -2.155 -1.522 -0.955
C -2.643 -0.232 -0.939
C -1.917 1.054 -1.435
C -0.081 -0.810 2.832
C 3.283 1.293 -0.285
C 1.178 0.436 0.689
O 2.053 -0.980 -1.319
S 0.724 -1.088 1.108
S 1.775 0.457 -0.974
H -2.517 -2.374 -0.515
H -1.282 -1.869 -1.635
H -1.311 1.525 -0.668
H -1.182 0.780 -2.340
H -2.725 1.720 -1.829
H -1.076 -0.976 2.500
H 0.259 0.168 3.064
H 0.294 -1.580 3.456
H 3.092 1.261 0.749
H 3.503 2.275 -0.691
H 4.264 0.679 -0.497
H -3.537 -0.218 -0.317
*
```

The maximum force is 5.2 eV/Å. The value obtained for the HOMO energy is -8.714 eV. Its frontier orbital gap is 8.391 eV. The energy is -1107.22433 Ha. The energy above the lowest of the compared OMol25 structures with the same formula, charge and spin is 544.5 kJ/mol.



5.
Below is a molecular structure, C27H28N4O4SZn, with properties calculated with the ωB97M-V functional and the def2-TZVPD basis.

Geometry as ORCA input:
```
! wB97M-V def2-TZVPD RIJCOSX def2/J DEFGRID3
* xyz 0 1
Zn 1.627 -2.424 -0.737
C -4.994 0.417 -5.143
C -3.885 0.178 -4.156
C -3.978 0.646 -2.846
C -2.947 0.450 -1.945
C -1.804 -0.225 -2.351
C -1.689 -0.701 -3.646
C -2.731 -0.497 -4.539
S -0.525 -0.482 -1.150
O 0.587 -1.080 -1.942
O -0.248 0.778 -0.527
N -1.099 -1.487 -0.102
C -1.206 -2.812 -0.367
C -2.444 -3.471 -0.206
C -2.541 -4.819 -0.432
C -1.407 -5.537 -0.826
C -0.229 -4.849 -0.955
N -0.114 -3.531 -0.722
H -5.917 0.702 -4.639
H -5.190 -0.474 -5.740
H -4.729 1.222 -5.833
H -4.870 1.176 -2.532
H -3.017 0.822 -0.930
H -0.788 -1.217 -3.947
H -2.640 -0.866 -5.554
H -3.295 -2.873 0.088
H -3.492 -5.322 -0.316
H -1.444 -6.599 -1.023
H 0.678 -5.356 -1.262
C -2.245 2.883 3.964
C -1.018 3.150 3.131
C -0.808 4.425 2.617
C 0.294 4.695 1.822
C 1.202 3.693 1.534
C 1.026 2.422 2.074
N 1.897 1.358 1.774
C 3.222 1.452 1.428
C 4.022 2.524 1.862
C 5.345 2.623 1.490
C 5.934 1.670 0.661
C 5.171 0.603 0.240
C 3.838 0.460 0.630
C 3.103 -0.729 0.164
O 3.435 -1.337 -0.896
O 2.104 -1.171 0.836
C -0.088 2.139 2.874
C -0.272 0.742 3.401
H -2.947 3.712 3.881
H -1.993 2.765 5.021
H -2.759 1.975 3.648
H -1.529 5.206 2.825
H 0.432 5.682 1.400
H 2.034 3.882 0.869
H 1.458 0.490 1.495
H 3.586 3.273 2.507
H 5.929 3.460 1.852
H 6.969 1.762 0.359
H 5.586 -0.159 -0.406
H 0.688 0.313 3.688
H -0.701 0.087 2.635
H -0.930 0.720 4.267
N 2.902 -3.996 0.014
H 2.897 -3.730 0.996
H 3.839 -3.821 -0.335
H 2.707 -4.988 -0.043
*
```

The maximum force is 0.2 eV/Å. The value obtained for the HOMO energy is -7.000 eV. Its frontier orbital gap is 6.834 eV. The energy is -3743.29909 Ha. The energy above the lowest of the compared OMol25 structures with the same formula, charge and spin is 47.8 kJ/mol.



6.
Below is a molecular structure, C43H38BrF4N2O2PPt, with properties calculated with the ωB97M-V functional and the def2-TZVPD basis.

Geometry as ORCA input:
```
! wB97M-V def2-TZVPD RIJCOSX def2/J DEFGRID3
* xyz 0 1
Pt -1.509 -0.253 -0.439
F -3.638 6.297 -0.703
C -2.852 5.224 -0.738
C -1.573 5.303 -1.276
F -1.132 6.466 -1.747
C -0.769 4.175 -1.303
F 0.475 4.343 -1.774
C -1.184 2.935 -0.842
P 0.052 1.370 -0.822
C 0.878 2.215 0.598
C 2.212 2.609 0.568
C 2.776 3.268 1.653
C 2.023 3.515 2.789
C 0.699 3.099 2.837
C 0.130 2.462 1.747
C 0.466 1.642 -2.581
C 1.712 2.053 -3.045
C 1.939 2.205 -4.403
C 0.926 1.940 -5.316
C -0.317 1.530 -4.861
C -0.547 1.387 -3.500
C -2.451 2.918 -0.298
Br -3.091 1.310 0.548
C -3.286 4.015 -0.229
F -4.502 3.930 0.324
H 2.826 2.383 -0.290
H 3.813 3.574 1.608
H 2.467 4.016 3.639
H 0.108 3.265 3.729
H -0.902 2.139 1.806
H 2.511 2.265 -2.348
H 2.912 2.530 -4.748
H 1.107 2.055 -6.377
H -1.111 1.312 -5.563
H -1.519 1.057 -3.149
C -5.666 -3.208 -1.141
C -5.402 -1.783 -0.654
C -5.009 -1.726 0.800
C -5.975 -1.594 1.791
C -5.617 -1.524 3.127
C -4.280 -1.565 3.489
C -3.279 -1.693 2.532
C -1.826 -1.716 2.941
C -1.275 -3.131 3.119
C -3.670 -1.802 1.191
N -2.659 -1.890 0.189
C -2.197 -3.031 -0.227
C -1.116 -3.007 -1.128
C -0.524 -3.951 -1.969
C 0.351 -3.245 -2.790
C 0.263 -1.897 -2.420
N -0.598 -1.757 -1.407
H -5.986 -3.210 -2.183
H -6.445 -3.683 -0.543
H -4.768 -3.823 -1.066
H -6.303 -1.181 -0.793
H -4.618 -1.327 -1.264
H -7.019 -1.533 1.504
H -6.380 -1.417 3.887
H -3.999 -1.484 4.533
H -1.730 -1.173 3.884
H -1.209 -1.187 2.210
H -1.859 -3.690 3.852
H -0.238 -3.094 3.454
H -1.294 -3.685 2.180
H -2.644 -3.961 0.115
H -0.721 -5.011 -1.972
H 0.984 -3.643 -3.566
H 0.786 -1.047 -2.820
C 7.569 -1.171 1.240
C 6.103 -0.974 0.971
C 5.592 -1.062 -0.314
C 4.237 -0.901 -0.585
C 3.801 -1.029 -2.022
C 3.355 -0.662 0.481
C 3.850 -0.581 1.795
C 2.981 -0.306 2.996
C 5.216 -0.724 2.008
C 1.886 -0.429 0.271
O 1.579 0.246 -0.821
O 1.055 -0.798 1.082
H 8.161 -1.016 0.338
H 7.763 -2.186 1.594
H 7.925 -0.483 2.008
H 6.267 -1.260 -1.139
H 4.647 -1.338 -2.636
H 3.408 -0.092 -2.413
H 3.014 -1.774 -2.133
H 2.326 0.549 2.829
H 3.611 -0.101 3.861
H 2.334 -1.153 3.219
H 5.596 -0.640 3.021
*
```

The maximum force is 0.4 eV/Å. The value obtained for the HOMO energy is -8.039 eV. Its frontier orbital gap is 8.252 eV. The energy is -5355.56440 Ha. The energy above the lowest of the compared OMol25 structures with the same formula, charge and spin is 3.1 kJ/mol.